[1]
{"formula": "C2H5O5S", "method": "ωB97M-V/def2-TZVPD", "relative_energy_kj_mol": 142.7, "homo_ev": -4.5118, "total_energy_ev": -23228.1343, "smiles": "C[C@@]([O-])(O)S(=O)(=O)O", "charge": -1, "gap_ev": 8.44, "elements": ["C", "O", "H", "S", "C", "H", "O", "O", "H", "O", "H", "H", "O"], "coordinates": [[0.51394, 0.30025, -0.37104], [-0.70715, -1.56034, -2.98908], [1.48561, -1.31644, 0.06195], [-0.19589, -1.57454, -1.41438], [-0.78209, 0.58609, 0.42557], [-1.15252, 1.55332, 0.23497], [1.49105, -0.40083, 0.38707], [0.91506, 0.93028, -1.40010], [0.11169, -1.11185, -3.25192], [1.09510, -2.31654, -1.65103], [-1.54456, -0.18716, 0.18903], [-0.59743, 0.56869, 1.45251], [-1.32045, -2.33218, -0.63110]], "atomic_forces_ev_per_a": [[1.61, 2.00, -2.17], [-0.05, 0.82, 0.47], [0.52, -0.05, -0.20], [-2.44, -4.79, 1.73], [0.33, -1.17, -1.52], [-0.44, 1.19, -0.78], [-1.09, 0.47, -0.04], [-1.18, -0.73, 3.08], [-0.11, 0.03, -1.24], [-1.08, 0.47, 1.05], [0.49, 0.55, 0.21], [0.54, -0.39, 1.73], [2.89, 1.60, -2.33]], "lowdin_charge": [-0.641, -0.259, 0.046, 0.724, -0.025, 0.055, -0.032, -0.077, 0.032, -0.448, 0.066, 0.049, -0.488]}

***

[2]
{"formula": "C5H9NO", "method": "ωB97M-V/def2-TZVPD", "relative_energy_kj_mol": 390.3, "homo_ev": -7.7339, "total_energy_ev": -8865.1676, "smiles": "C[C@H]1[NH2+][C@@]2([O-])C[C@@H]12", "gap_ev": 8.45, "elements": ["H", "H", "H", "H", "C", "H", "C", "O", "H", "C", "N", "H", "C", "H", "H", "C"], "coordinates": [[0.76984, -2.42435, -0.01744], [2.22015, -1.42289, 0.21416], [1.45156, 1.44512, 1.01816], [-1.90979, -0.74142, 0.73041], [-0.93449, 1.31540, 0.39943], [1.18369, -1.17329, -1.20259], [-1.11333, -0.14643, 0.29592], [-1.35418, 2.31275, 0.94099], [0.92345, 1.18625, -0.58274], [1.18141, -1.41890, -0.13574], [0.78342, 0.99435, 0.40029], [-2.13402, 0.79390, -1.45537], [-1.17195, 0.45312, -1.09472], [0.43326, -0.59140, 1.71944], [-0.68962, -0.17068, -1.87287], [0.36061, -0.41153, 0.64267]], "atomic_forces_ev_per_a": [[0.06, 0.07, 0.00], [-0.17, -0.03, -0.05], [-0.14, -0.20, -0.01], [0.09, -0.12, 0.14], [-0.33, 0.13, -0.39], [-0.02, -0.08, 0.13], [-0.08, -0.13, 0.32], [-0.03, -0.32, -0.67], [0.58, 0.02, 0.14], [-0.04, -0.10, -0.04], [0.30, 0.09, -0.12], [-0.23, -0.16, 0.33], [-0.40, 0.05, 0.03], [0.04, 0.04, -0.12], [0.35, 0.86, 0.25], [0.03, -0.14, 0.04]], "lowdin_charge": [0.085, 0.080, 0.151, 0.136, -0.473, 0.072, -0.216, 0.039, 0.128, -0.050, 0.118, 0.073, -0.047, 0.152, 0.072, -0.321]}

***

[3]
{"formula": "C2H3IN2S", "method": "ωB97M-V/def2-TZVPD", "relative_energy_kj_mol": 178.3, "homo_ev": -9.0656, "total_energy_ev": -24036.4871, "smiles": "N#[N+][S-].C=CI", "gap_ev": 9.54, "elements": ["I", "C", "H", "N", "C", "H", "N", "S", "H"], "coordinates": [[2.98519, -0.45076, 0.02252], [0.24944, 0.52263, -0.58242], [-0.73555, 0.73090, -0.32987], [-1.62945, -3.59430, 1.63401], [1.06169, 0.12399, 0.44974], [0.49516, 0.45639, -1.64503], [-1.01364, -3.49598, 0.68971], [-0.25764, -3.55496, -0.62121], [0.85140, 0.37380, 1.53918]], "atomic_forces_ev_per_a": [[0.54, -0.26, 0.11], [2.41, -1.72, 1.66], [-1.71, 0.83, 0.33], [1.04, 0.61, -1.20], [-1.46, 2.03, -0.96], [0.15, -0.10, 0.49], [-2.69, -0.81, 3.78], [1.68, 0.22, -2.58], [0.05, -0.80, -1.63]], "lowdin_charge": [0.767, -0.142, 0.020, 0.162, -0.760, 0.051, -0.804, 0.654, 0.052]}

***

[4]
{"formula": "C4H6O", "method": "ωB97M-V/def2-TZVPD", "relative_energy_kj_mol": 331.5, "homo_ev": -8.8310, "total_energy_ev": -6288.4817, "smiles": "C[C@@H]1[C@H]2O[C@@H]12", "gap_ev": 9.95, "elements": ["C", "H", "H", "H", "C", "C", "H", "H", "H", "C", "O"], "coordinates": [[-1.44811, 0.28578, 0.63910], [-1.44772, 1.30603, -1.46932], [-1.20836, 1.14176, 1.22795], [1.72849, -0.94210, 0.00245], [0.97734, -0.04313, -0.01226], [-1.53461, 0.36596, -0.81378], [-0.80242, -1.68177, -0.28890], [1.22896, 0.77258, -0.77539], [1.08125, 0.24067, 0.99151], [-0.46620, -0.56032, -0.19145], [-2.61952, -0.08365, -0.14600]], "atomic_forces_ev_per_a": [[0.75, -1.23, -1.59], [-0.36, -1.69, 1.20], [-0.70, 0.36, 0.49], [-1.26, 1.68, -0.85], [0.71, -2.27, -2.08], [3.13, 1.60, -1.51], [1.22, 2.11, 0.34], [-0.07, -1.28, 1.27], [0.09, 1.22, 1.29], [-1.75, -0.52, 0.12], [-1.75, 0.02, 1.31]], "lowdin_charge": [-0.154, 0.171, 0.128, 0.107, -0.075, -0.280, 0.164, 0.104, 0.036, -0.211, 0.009]}

***

[5]
{"formula": "C19H22O5S", "method": "ωB97M-V/def2-TZVPD", "relative_energy_kj_mol": 292.3, "homo_ev": -8.3207, "total_energy_ev": -41129.9599, "smiles": "Cc1cc(OCCCS(C)(=O)=O)cc(C)c1-c1cccc(C(=O)O)c1", "gap_ev": 8.61, "elements": ["H", "C", "H", "H", "O", "C", "H", "H", "H", "H", "C", "C", "C", "O", "H", "H", "C", "C", "C", "H", "C", "C", "O", "C", "O", "H", "C", "C", "H", "C", "O", "C", "H", "H", "C", "H", "H", "H", "C", "C", "H", "H", "H", "S", "C", "H", "H"], "coordinates": [[-4.17908, 2.56210, 0.57286], [0.34330, -1.33397, -1.00106], [-0.19466, -1.35265, 2.22718], [-0.12438, -0.03241, -4.21421], [5.71561, -3.24025, -3.43935], [-0.24820, -0.68069, -2.09429], [-1.91489, 5.43378, 4.66894], [-1.54184, 0.78514, -2.84740], [-1.88760, -0.21847, 1.22945], [-1.12411, 2.85280, 0.96383], [1.12318, -3.63581, -1.18204], [2.05761, -4.56736, -1.54067], [0.41427, -0.69295, -3.40758], [-2.81736, 1.43890, -0.64426], [0.20394, -3.99090, -0.91113], [2.97811, -0.83333, -1.78024], [1.44170, -2.33003, -1.24970], [-0.04472, -1.99248, 1.36509], [2.70334, -1.91708, -1.74178], [1.06343, -2.33210, 1.46801], [-1.28423, 0.19698, -1.97912], [4.91213, -2.34322, -2.80996], [5.07529, -1.12738, -2.86428], [3.22337, -4.12155, -2.14916], [-2.83993, 1.99781, 4.39884], [-1.04432, 4.32268, 5.68166], [-0.32499, -1.15716, 0.22849], [-1.94301, 4.47107, 5.16364], [1.41411, -0.29769, -3.29941], [-2.42051, 4.01874, 2.34711], [-0.55299, 2.70248, 3.95417], [3.70734, -2.74221, -2.11914], [-3.48599, 4.05250, 2.47867], [-2.83548, 4.39877, 5.74828], [-2.12144, 3.28599, 1.00173], [4.03690, -4.86335, -2.44266], [-0.67976, -2.85707, 1.37197], [1.79439, -5.60187, -1.55760], [-3.14219, 2.14357, 0.59103], [-1.78901, 0.51380, -0.77129], [-1.98485, 5.03490, 2.32801], [6.38117, -2.69548, -3.77409], [-2.02900, 4.05164, 0.18643], [-1.97590, 3.12401, 3.90794], [-1.35399, -0.24764, 0.30012], [-3.21249, 1.48780, 1.41030], [0.50767, -1.67035, -3.77336]], "atomic_forces_ev_per_a": [[0.81, -0.28, -0.95], [-1.03, 0.22, -0.18], [-0.32, -0.41, 0.62], [0.90, -1.34, 1.59], [-2.59, -0.79, 1.84], [1.39, 0.12, 0.20], [0.01, 0.17, -0.15], [-0.33, -0.06, -0.08], [-0.14, 0.34, 0.47], [0.17, -0.18, 0.54], [1.57, -0.46, -0.12], [1.34, 0.14, -1.78], [-0.59, 1.94, -1.93], [-0.32, 1.05, 0.19], [-2.41, -0.43, 0.91], [-0.71, -0.86, 0.13], [0.02, 2.39, -0.37], [2.85, -0.45, 2.05], [-0.03, 3.18, 1.15], [-1.89, 0.44, -0.50], [-0.26, 1.40, -1.13], [-0.15, 2.83, -0.22], [1.22, -1.35, -0.48], [3.56, -0.74, 0.87], [0.36, 2.97, -1.99], [1.05, -0.43, 0.83], [0.64, 0.13, -2.66], [-1.57, -0.10, -1.91], [0.31, 0.16, -0.19], [0.02, -1.31, -0.71], [-1.59, 0.95, -1.45], [-2.96, -5.47, -0.65], [-0.74, 0.51, -0.05], [-0.39, -0.06, 0.54], [0.02, -0.24, -1.13], [-1.46, 0.73, 0.13], [-0.31, -0.51, 0.29], [0.10, -0.57, 0.09], [0.56, 1.13, -0.24], [-1.29, 0.02, 2.46], [-0.08, -0.72, 0.48], [2.13, 1.34, -1.21], [-0.58, -0.45, 0.71], [2.73, -2.47, 3.09], [-0.45, 0.27, 0.63], [0.24, -1.26, 1.06], [0.20, -1.49, -0.80]], "lowdin_charge": [0.137, -0.077, 0.083, 0.124, 0.142, -0.220, 0.054, 0.123, 0.120, 0.106, -0.040, -0.058, -0.039, -0.041, 0.104, 0.148, -0.163, -0.050, 0.021, 0.128, 0.006, -0.451, 0.087, 0.008, -0.363, 0.042, -0.242, -0.117, 0.076, -0.224, -0.381, -0.132, 0.085, 0.055, -0.167, 0.130, 0.086, 0.102, -0.150, -0.250, 0.109, 0.086, 0.126, 0.705, 0.025, 0.081, 0.067]}

***

[6]
{"formula": "CHNO2S", "method": "ωB97M-V/def2-TZVPD", "relative_energy_kj_mol": 381.9, "homo_ev": -10.3242, "total_energy_ev": -17468.2173, "smiles": "N#CSOO", "gap_ev": 8.33, "elements": ["C", "H", "N", "O", "O", "S"], "coordinates": [[0.44679, -1.34091, 0.67746], [-1.23001, 1.42715, -0.06377], [-0.51376, -1.38068, 1.30377], [-0.80929, 0.88867, -0.75793], [0.60491, 1.08773, -0.71695], [1.50135, -0.68196, -0.44258]], "atomic_forces_ev_per_a": [[0.53, 1.12, -0.96], [0.93, -0.07, 0.33], [-0.92, -0.59, 0.97], [0.82, -0.23, -0.78], [-0.39, -2.37, 0.85], [-0.97, 2.14, -0.41]], "lowdin_charge": [-0.681, 0.107, 0.116, -0.110, -0.377, 0.944]}